[1]
The following is a DFT calculation (ωB97M-V/def2-TZVPD) of a structure of composition H2NO3S at a distorted geometry.

Output
- E_HOMO (alpha / beta) (eV) = -2.69 / -2.69
- energy relative to the best compared isomer or geometry (same formula, charge and spin) (kJ/mol) = 315.5
- maximum force (eV/A) = 4.025
- net charge = -1
- gap between HOMO and LUMO (alpha / beta) (Ha) = 0.2467 / 0.2467

XYZ file:
```
7
Properties=species:S:1:pos:R:3:forces:R:3
N 0.684 0.186 0.516 0.0709 -0.7246 -1.1139
O -1.662 0.844 -1.023 -1.5078 1.8618 0.2500
O -1.116 -1.486 -0.494 -0.1321 0.6838 -0.9539
O 1.997 0.360 0.260 0.0619 0.7035 -0.0160
S -0.715 -0.215 -1.167 2.1054 -2.9465 1.7559
H 0.641 -0.727 1.045 -1.1659 1.5118 -0.2992
H 0.171 1.038 0.863 0.5676 -1.0898 0.3770
```
Forces are in eV/Å.

---

[2]
The following is a DFT calculation (ωB97M-V/def2-TZVPD) of the molecule H2NO4P at a distorted geometry.

Output
- E_HOMO (eV) = -9.74
- energy relative to the best compared isomer or geometry (same formula, charge and spin) (kJ/mol) = 179.4
- maximum force (eV/A) = 3.809
- gap between HOMO and LUMO (Ha) = 0.3555

XYZ file:
```
8
Properties=species:S:1:pos:R:3:forces:R:3
N -2.176 -0.172 -0.069 1.6814 -3.2171 -1.0988
O -2.234 -1.388 -0.517 -0.3694 3.5481 1.3360
O -2.940 0.399 0.634 -0.9411 -0.0877 0.2994
O 0.437 -0.521 -0.447 0.0481 1.6161 1.1558
O -0.239 1.792 0.309 -1.9384 -0.4422 -0.3946
P -0.619 0.678 -0.777 -0.1981 -0.7079 -1.6720
H 0.386 -1.308 -0.974 -0.3539 -0.5996 -0.6187
H 0.647 1.738 0.582 2.0715 -0.1097 0.9927
```
Forces are in eV/Å.

---

[3]
The following is a DFT calculation (ωB97M-V/def2-TZVPD) of a structure of composition H2NOS at a distorted geometry.

Output
- E_HOMO (eV) = -2.61
- energy relative to the best compared isomer or geometry (same formula, charge and spin) (kJ/mol) = 73.9
- maximum force (eV/A) = 1.801
- net charge = -1
- gap between HOMO and LUMO (Ha) = 0.2603

XYZ file:
```
5
Properties=species:S:1:pos:R:3:forces:R:3
N -0.822 0.150 0.019 0.4224 -1.3564 1.1069
O -0.868 -0.158 1.234 -0.1105 0.5472 -1.0331
S -1.504 1.533 -0.522 -0.4879 0.8944 -0.0698
H 1.607 -1.098 -0.169 0.1163 0.9741 -0.5814
H 1.587 -0.427 -0.562 0.0598 -1.0594 0.5774
```
Forces are in eV/Å.

---

[4]
The following is a DFT calculation (ωB97M-V/def2-TZVPD) of the ion H2NOS2 with charge -1 at a distorted geometry.

Output
- structure (SMILES) = N=[S@@H]([O-])=S
- E_HOMO (eV) = -3.56
- energy relative to the best compared isomer or geometry (same formula, charge and spin) (kJ/mol) = 52.7
- maximum force (eV/A) = 3.870
- net charge = -1
- gap between HOMO and LUMO (Ha) = 0.2745

XYZ file:
```
6
Properties=species:S:1:pos:R:3:forces:R:3
N 1.241 0.471 0.152 -3.1935 0.8578 2.0100
S -0.282 0.013 0.024 1.0977 0.7718 0.4463
O -0.924 0.172 -1.282 0.1521 -0.6406 -0.5409
S -0.691 -1.656 1.012 -0.1161 -0.0322 -0.3154
H 1.675 0.085 -0.618 1.3540 -1.0934 -2.1609
H -1.019 0.915 0.712 0.7057 0.1366 0.5609
```
Forces are in eV/Å.

---

[5]
The following is a DFT calculation (ωB97M-V/def2-TZVPD) of a cluster of 2 separate species, H2NOS2 in total at a distorted geometry.

Output
- E_HOMO (alpha / beta) (eV) = -2.04 / -3.58
- multiplicity = 3
- energy relative to the best compared isomer or geometry (same formula, charge and spin) (kJ/mol) = 0.3
- maximum force (eV/A) = 1.825
- net charge = -1
- <S²> = 2.011
- gap between HOMO and LUMO (alpha / beta) (Ha) = 0.2100 / 0.2639

XYZ file:
```
6
Properties=species:S:1:pos:R:3:forces:R:3
N -1.592 -0.738 -2.381 -0.3414 -0.5978 -0.9755
O -1.837 -1.292 -3.466 -0.8207 -0.7100 0.1309
S 0.590 0.587 1.084 -0.0130 0.5243 0.1895
S -0.398 0.382 -2.254 1.0990 1.3303 0.5929
H 0.080 0.559 -0.213 0.0290 -0.0306 0.0253
H 0.635 -0.731 1.136 0.0471 -0.5162 0.0371
```
Forces are in eV/Å.

---

[6]
The following is a DFT calculation (ωB97M-V/def2-TZVPD) of a structure of composition H2O13S3Zn at a distorted geometry.

Output
- E_HOMO (eV) = 4.13
- energy relative to the best compared isomer or geometry (same formula, charge and spin) (kJ/mol) = 432.6
- maximum force (eV/A) = 5.536
- net charge = -4
- gap between HOMO and LUMO (Ha) = 0.1824

XYZ file:
```
19
Properties=species:S:1:pos:R:3:forces:R:3
Zn -4.403 -17.815 -1.545 1.3063 -0.4824 -0.0612
S -2.055 -17.673 -4.007 0.1964 2.6909 0.6877
O -1.968 -17.975 -2.579 1.2417 -1.0723 4.0428
O -1.562 -16.316 -4.276 0.6984 0.0488 -0.4550
O -1.379 -18.647 -4.833 0.8609 -1.6008 -1.1232
O -3.496 -17.696 -4.126 -4.7126 -0.4281 -1.6192
S -5.177 -13.832 -1.282 -0.3292 -1.4332 -2.1127
O -4.669 -12.643 -0.715 2.4567 4.0272 2.8973
O -6.618 -13.647 -1.313 -2.9805 -0.4667 -0.6186
O -4.545 -14.060 -2.556 0.0627 0.1063 -2.7470
O -4.849 -15.032 -0.511 0.4021 -3.1239 2.3731
S -5.065 -20.254 0.780 -0.6305 3.3319 -1.4432
O -4.876 -20.240 -0.679 0.4027 -0.7472 -4.2066
O -4.385 -21.333 1.423 1.1830 -2.2026 1.2880
O -4.464 -18.937 1.065 0.6671 1.7795 1.8570
O -6.499 -20.256 1.018 -1.5591 -0.4845 1.1034
O -7.141 -17.520 -2.185 0.2703 -0.3175 -0.0047
H -7.726 -16.933 -1.705 0.2774 0.5247 0.3559
H -7.675 -17.854 -2.906 0.1860 -0.1502 -0.2137
```
Forces are in eV/Å.

---

[7]
The following is a DFT calculation (ωB97M-V/def2-TZVPD) of the ion H2O2PS with charge -1 at a distorted geometry.

Output
- structure (SMILES) = O=S([O-])#[PH2]
- E_HOMO (eV) = -3.26
- energy relative to the best compared isomer or geometry (same formula, charge and spin) (kJ/mol) = 207.9
- maximum force (eV/A) = 6.258
- net charge = -1
- gap between HOMO and LUMO (Ha) = 0.2737

XYZ file:
```
6
Properties=species:S:1:pos:R:3:forces:R:3
O 0.357 -1.701 0.814 -1.2049 5.5843 0.4118
S -0.093 0.000 1.017 1.3233 -6.0994 -0.4588
O -1.457 0.063 1.557 -0.6518 0.3362 0.3531
P -0.265 0.727 -1.141 -0.3156 -0.2236 0.4016
H 0.526 -0.336 -1.545 0.0124 -0.7690 -0.4771
H 0.931 1.247 -0.702 0.8365 1.1715 -0.2305
```
Forces are in eV/Å.

---

[8]
The following is a DFT calculation (ωB97M-V/def2-TZVPD) of the molecule H2O3S3 at a distorted geometry.

Output
- E_HOMO (eV) = -8.87
- energy relative to the best compared isomer or geometry (same formula, charge and spin) (kJ/mol) = 184.9
- maximum force (eV/A) = 3.572
- gap between HOMO and LUMO (Ha) = 0.3047

XYZ file:
```
8
Properties=species:S:1:pos:R:3:forces:R:3
O -0.762 -1.315 -0.213 0.2561 0.9837 -0.6426
O -0.893 1.111 0.552 -0.0014 1.1724 0.9727
O 1.836 -0.809 -0.235 0.9629 1.1510 -0.7210
S -1.473 0.295 -0.486 0.2787 -2.1756 -0.7758
S 2.376 0.962 -0.150 -3.3228 -1.3051 0.1218
S 0.645 -1.337 0.665 -0.6985 -0.0473 0.7351
H -2.674 -0.215 -0.062 0.0253 0.1730 0.2914
H 0.947 1.309 -0.070 2.4997 0.0478 0.0183
```
Forces are in eV/Å.

---

[9]
The following is a DFT calculation (ωB97M-V/def2-TZVPD) of the ion H2O5P2 with charge -2 at a distorted geometry.

Output
- structure (SMILES) = O=P(O)=P([O-])([O-])O
- E_HOMO (eV) = 1.17
- energy relative to the best compared isomer or geometry (same formula, charge and spin) (kJ/mol) = 201.2
- maximum force (eV/A) = 1.714
- net charge = -2
- gap between HOMO and LUMO (Ha) = 0.2213

XYZ file:
```
9
Properties=species:S:1:pos:R:3:forces:R:3
O -1.044 -0.318 1.985 0.9092 0.2616 -0.1882
P 0.420 0.063 1.566 -1.4588 -0.6595 -0.1705
O 1.182 -1.305 0.962 0.6218 0.4485 -0.7866
P 0.166 0.647 -0.641 -1.0368 0.2988 -0.5061
O 0.293 2.127 -0.896 0.2326 -0.1439 -0.3342
O 1.037 -0.375 -1.399 0.0693 0.6867 0.0577
O -1.424 0.225 -1.144 0.3578 0.1047 0.5669
H 1.330 -1.028 -0.059 -0.2445 -1.0900 1.3004
H -1.958 -0.036 -0.374 0.5492 0.0931 0.0606
```
Forces are in eV/Å.